Density functional theory data (the ωB97M-V functional and the def2-TZVPD basis) for C30H75CaN6O13 as an isolated structure in a non-equilibrium geometry.

Cartesian coordinates (Å):
Ca: 3.054 -1.358 -1.549
O: -1.484 -4.217 2.493
O: 0.935 -2.386 -2.237
O: -4.036 2.347 2.799
O: 0.737 1.689 0.361
O: 4.561 0.721 -2.083
O: 0.267 -0.140 1.330
O: 2.719 1.862 -5.615
O: 2.708 -2.886 0.246
O: -5.473 -4.606 -1.152
O: -0.741 5.920 2.311
O: 2.099 -0.444 5.518
O: -1.373 3.717 -3.864
O: 1.297 -0.142 -0.527
N: -0.964 4.264 -0.239
N: 4.226 -0.575 0.422
N: -2.458 -4.660 -0.218
N: 0.717 0.457 0.377
N: 2.396 -0.243 -3.587
N: -1.149 0.183 3.773
C: -2.473 -3.458 1.828
C: 3.101 -2.503 1.579
C: -0.048 0.442 4.793
C: 1.548 1.819 -4.763
C: 3.575 -0.985 1.673
C: 4.272 0.895 0.291
C: 5.124 1.266 -0.903
C: 5.283 1.009 -3.245
C: -2.292 1.144 3.963
C: -3.235 1.129 2.760
C: -3.149 -5.575 -1.123
C: -0.658 3.919 -2.643
C: -3.328 -4.218 0.805
C: -2.343 4.709 -4.239
C: -0.705 -3.487 3.357
C: -0.143 -2.805 -1.414
C: -4.232 -4.817 -1.895
C: -1.893 4.246 0.906
C: 0.935 -0.687 4.700
C: 2.671 -4.318 0.029
C: -6.421 -4.009 -1.950
C: 2.421 2.499 -6.906
C: 0.095 6.254 3.391
C: -4.792 2.554 3.976
C: 1.774 1.095 -3.404
C: -1.556 3.743 -1.416
C: 0.374 -1.701 -3.355
C: 1.470 -1.213 -4.241
C: 3.002 -1.574 5.608
C: -0.990 4.497 2.172
H: -3.664 -5.132 1.295
H: 1.127 -0.884 3.645
H: -4.093 -3.566 0.383
H: 2.647 -2.505 6.050
H: -4.419 -5.356 -2.824
H: -0.307 -2.593 2.876
H: -7.400 -4.015 -1.470
H: 3.597 -4.872 0.188
H: 2.080 3.517 -6.717
H: 0.814 1.068 -2.888
H: 0.097 7.343 3.341
H: 1.121 5.907 3.270
H: 0.428 -1.556 5.119
H: 3.004 0.020 -4.350
H: -5.438 3.432 3.975
H: 5.280 2.091 -3.376
H: 0.439 1.367 4.484
H: 2.251 -2.660 2.243
H: 6.145 0.884 -0.899
H: 3.357 2.426 -7.459
H: -2.022 -2.578 1.370
H: 0.704 1.397 -5.310
H: -2.667 1.257 1.839
H: -1.772 -5.122 0.361
H: 0.156 3.211 -2.486
H: -0.178 3.660 -0.048
H: -1.153 -3.179 4.302
H: -3.895 -3.846 -2.259
H: 4.618 1.340 1.224
H: -2.497 -6.027 -1.870
H: 4.321 -0.859 2.459
H: -2.420 4.718 -5.326
H: 1.657 2.037 -7.531
H: 3.274 -1.811 4.579
H: -1.862 2.136 4.102
H: -0.444 0.620 5.793
H: -0.216 6.067 4.418
H: -0.248 4.928 -2.617
H: 3.285 1.304 0.078
H: -0.043 3.969 2.058
H: -0.118 -0.808 -2.970
H: -1.972 5.678 -3.905
H: -1.796 2.687 -1.293
H: 4.773 0.520 -4.075
H: -6.238 -2.959 -2.180
H: -3.592 -6.376 -0.531
H: 2.480 1.648 -2.785
H: 0.147 -3.296 -0.485
H: 0.204 -4.079 3.466
H: 5.205 2.350 -0.983
H: -2.522 4.161 -1.700
H: 5.175 -0.906 0.512
H: -3.309 4.469 -3.796
H: 2.369 -4.596 -0.981
H: -2.317 3.244 0.974
H: 3.891 -1.213 6.126
H: 1.107 -0.872 -5.210
H: -0.712 0.412 2.892
H: -2.759 0.881 4.912
H: 2.059 -2.114 -4.415
H: 1.929 -4.815 0.654
H: -6.479 -4.586 -2.873
H: -0.821 -3.495 -1.916
H: 1.257 2.853 -4.582
H: -4.262 2.686 4.920
H: -5.511 1.770 4.211
H: -3.785 0.188 2.750
H: 2.669 -0.427 1.911
H: 3.888 -3.107 2.032
H: 6.339 0.740 -3.208
H: -0.351 -2.339 -3.861
H: -0.699 -1.935 -1.066
H: -2.642 5.037 0.920
H: -1.486 4.174 3.087
H: -3.217 -3.084 2.531

Output
E_LUMO = -3.24 eV
Maximum force = 0.064 hartree/bohr
Charge = +1
HOMO-LUMO gap = 0.24775 Eh

Density functional theory data (the ωB97M-V functional and the def2-TZVPD basis) for C30H75F4K2N2O28P5S4 as an isolated structure in a non-equilibrium geometry.

Cartesian coordinates (Å):
K: -3.931 -4.120 0.326
K: -5.702 -0.705 -0.160
S: -2.212 -0.493 1.919
S: -6.442 -0.966 5.382
S: -2.027 -0.902 -0.333
S: -7.975 -0.459 7.072
P: 3.431 4.486 1.182
P: -4.927 1.977 -3.377
P: 0.871 -0.266 -5.032
P: 3.802 -5.994 -2.771
P: -0.359 1.729 7.902
F: -9.127 0.653 7.419
F: -5.116 -0.136 5.173
F: -3.395 -0.713 2.960
F: -2.413 -1.987 -1.520
O: 0.100 -1.398 -4.215
O: -1.494 1.561 9.085
O: 0.867 0.731 8.484
O: -6.206 2.376 -4.302
O: -4.039 1.095 -4.439
O: -1.013 -1.053 2.565
O: 0.102 0.417 -6.068
O: -4.069 3.315 -3.260
O: 3.381 -5.733 -4.162
O: 3.139 -4.923 -1.791
O: -5.269 1.226 -2.133
O: 2.189 -1.025 -5.617
O: 0.037 3.115 7.520
O: 3.858 3.629 -0.148
O: 2.872 5.823 0.911
O: -7.175 -0.507 8.253
O: -8.835 -1.627 6.707
O: 2.346 3.489 1.893
O: -5.926 -2.048 6.213
O: -0.627 -1.218 -0.223
O: 3.526 -7.471 -2.148
O: -1.001 0.793 6.821
O: 5.417 -5.756 -2.356
O: 4.717 4.342 2.119
O: 1.380 0.734 -3.849
O: -2.268 0.937 1.826
O: -6.608 -1.398 3.963
O: -2.426 0.378 -0.913
N: -7.403 0.296 5.937
N: -3.007 -1.425 0.641
C: -4.664 4.959 -1.803
C: 1.685 -4.782 -1.720
C: -3.737 3.820 -2.039
C: 5.251 3.048 2.367
C: 1.108 3.271 1.225
C: -0.457 -2.540 -4.860
C: -1.268 2.151 4.741
C: 3.140 -1.656 -4.824
C: 0.466 1.168 -2.893
C: -6.110 3.041 -5.555
C: 1.261 -3.438 -1.258
C: 4.377 4.087 -2.508
C: -3.053 0.448 10.217
C: 4.623 -8.956 -3.749
C: 4.420 -0.814 -4.883
C: -1.888 1.189 5.770
C: 5.212 2.839 3.895
C: -4.055 -0.325 -4.652
C: -6.516 4.450 -5.328
C: 6.189 -4.718 -2.988
C: 3.246 -8.447 -3.117
C: -3.606 -0.585 -6.046
C: 2.124 1.265 8.701
C: 0.599 -3.449 -5.501
C: 5.821 -3.324 -2.461
C: 4.839 4.194 -1.006
C: 0.851 2.575 -2.462
C: 0.983 1.781 1.159
C: 2.919 0.905 7.446
C: -1.659 0.280 9.654
H: -3.309 -0.519 10.651
H: 5.276 4.436 -3.016
H: 1.253 -4.953 -2.706
H: 5.881 2.060 4.260
H: -2.689 -0.025 -6.233
H: -4.334 -0.216 -6.767
H: 6.242 3.072 1.913
H: -3.384 -0.842 -3.966
H: -0.831 0.098 10.340
H: 4.500 -9.836 -4.380
H: -2.275 0.283 5.303
H: 0.231 1.311 0.526
H: 5.645 3.694 4.415
H: 1.294 -5.574 -1.082
H: -1.012 -3.055 -4.076
H: 4.212 2.619 4.271
H: -3.627 3.069 -1.257
H: 5.999 -3.365 -1.386
H: 0.447 0.592 -1.968
H: 2.589 -8.022 -3.875
H: -2.713 4.185 -2.119
H: 2.777 -0.155 7.237
H: -3.432 -1.654 -6.171
H: -0.543 1.235 -3.301
H: 3.919 1.273 7.676
H: 0.310 -3.123 -1.689
H: 4.782 2.168 1.926
H: -3.256 1.269 10.905
H: 2.531 0.838 9.617
H: 5.800 3.699 -0.867
H: 6.029 -4.727 -4.067
H: 1.225 -2.988 -6.264
H: 3.556 -2.548 -5.293
H: -2.699 1.804 6.160
H: 5.234 -1.476 -4.587
H: -0.502 1.613 4.182
H: -2.065 2.560 4.120
H: -0.673 2.947 5.190
H: 3.579 4.790 -2.746
H: 5.331 -9.179 -2.951
H: -1.093 -2.155 -5.658
H: -6.860 4.811 -6.298
H: 7.264 -4.895 -2.955
H: 2.582 1.391 6.531
H: -6.697 2.575 -6.346
H: 1.848 1.278 0.726
H: 6.517 -2.620 -2.917
H: -1.657 -0.527 8.922
H: 4.313 0.082 -4.272
H: 0.810 1.406 2.167
H: -0.033 3.061 -2.048
H: 2.077 2.337 8.894
H: 1.163 3.209 -3.291
H: -5.734 5.116 -4.966
H: -3.762 0.570 9.398
H: -4.443 5.786 -2.478
H: 2.826 -1.849 -3.799
H: 4.170 3.064 -2.820
H: 5.053 -8.119 -4.298
H: 0.447 3.616 2.020
H: -5.672 4.544 -1.809
H: 4.971 5.259 -0.816
H: 1.945 -2.605 -1.419
H: -5.072 2.975 -5.880
H: -5.047 -0.777 -4.664
H: -7.345 4.441 -4.621
H: 0.997 3.855 0.312
H: 0.068 -4.373 -5.732
H: 2.693 -9.322 -2.774
H: 1.703 2.483 -1.789
H: -4.382 5.373 -0.835
H: 4.828 -2.880 -2.536
H: 1.076 -3.379 -0.185
H: 4.685 -0.466 -5.882
H: 1.321 -3.839 -4.783

Output
E_LUMO = -2.84 eV
Relative energy (zero: lowest compared OMol25 entry of this formula, charge and spin) = 209.9 kcal per mole
Maximum force = 0.203 hartree/bohr
Charge = 0
HOMO-LUMO gap = 0.21901 Eh